Entry 1:
ORCA calculation (wB97M-V/def2-TZVPD) on C4H5NO2 in the gas phase.

```
12
Properties=species:S:1:pos:R:3:forces:R:3:mulliken_charge:R:1
O -2.37057 0.77614 -0.03245 0.017 0.094 -0.215 -0.52
C -1.54080 -0.35584 0.03989 0.176 -0.295 0.074 -0.34
C -0.07434 -0.01186 -0.07093 -0.038 0.216 -0.126 0.61
N 0.25243 1.10092 -0.67345 -0.245 -0.221 0.239 -0.39
O 1.61689 1.21676 -0.57747 0.220 0.059 0.091 -0.15
C 2.09052 0.15831 0.08751 -0.011 -0.102 -0.009 -0.23
C 1.08664 -0.68384 0.41966 0.100 0.015 -0.108 -0.57
H -2.02168 1.35714 -0.72244 -0.034 -0.028 0.129 0.35
H -1.72807 -0.82267 1.01210 0.066 0.028 -0.132 0.28
H -1.80307 -1.09547 -0.73318 0.074 0.098 0.091 0.21
H 3.15293 0.14944 0.28700 -0.124 -0.021 -0.168 0.42
H 1.19626 -1.64981 0.88613 -0.201 0.158 0.134 0.33
```
Positions in Å, forces in eV/Å.

structure (SMILES)	OCc1ccon1
HOMO energy	-10.2	eV
total energy	-360.59467	Eh
HOMO-LUMO gap	11.1	eV
total charge	0
LUMO	0.0339	Eh
energy above the lowest of the compared OMol25 structures with the same formula, charge and spin	46.9	kcal per mole

Entry 2:
ORCA calculation (wB97M-V/def2-TZVPD) on 7 unconnected molecules or ions with the total composition C13H38NO9.

```
61
Properties=species:S:1:pos:R:3:forces:R:3:mulliken_charge:R:1
N 0.96049 -0.28730 -0.23559 -0.365 0.434 0.208 1.03
O 1.44170 -1.39686 -0.46985 0.168 -0.248 -0.043 -0.82
O 0.11168 0.21038 -1.00645 0.276 -0.056 0.250 -0.60
O 1.30340 0.33367 0.81025 -0.018 -0.049 -0.232 -0.64
C -0.68076 2.98055 0.83457 0.221 -0.330 -0.296 -0.23
O -0.39445 2.25774 2.01856 -0.186 -0.068 0.229 -0.71
H -1.43589 3.71766 1.09025 0.003 0.154 -0.085 0.35
H 0.22033 3.45215 0.43156 -0.088 0.233 0.118 0.22
H -1.05352 2.31788 0.04449 -0.114 0.078 0.075 -0.12
H 0.20872 1.53548 1.78308 0.078 -0.013 -0.225 0.46
C -3.43646 1.73541 -3.85743 0.080 0.355 0.104 -1.58
C -2.66080 0.64433 -3.16165 0.098 -0.477 0.552 1.18
C -3.47695 -0.01050 -2.04105 -0.534 0.792 -0.473 -1.23
O -2.27170 -0.28828 -4.14816 -0.025 -0.148 -0.383 -0.63
H -3.91785 2.37907 -3.11676 -0.004 0.030 -0.068 0.34
H -4.20243 1.30545 -4.50336 -0.030 -0.084 0.041 0.37
H -2.77593 2.35195 -4.46933 -0.032 -0.029 -0.046 0.38
H -1.76138 1.05362 -2.67684 -0.041 0.144 -0.163 -0.15
H -4.50622 -0.20244 -2.36627 0.140 -0.263 -0.160 0.42
H -3.56865 0.71166 -1.21989 -0.025 -0.233 -0.374 0.40
H -3.01117 -0.92620 -1.68893 0.027 -0.016 0.051 0.33
H -1.73609 -0.98257 -3.72980 -0.021 0.044 0.048 0.40
C -1.79843 -1.15550 1.38973 -0.390 -0.241 -0.271 -0.81
C -2.92677 -0.17038 1.09700 0.469 0.792 0.273 2.28
C -4.28172 -0.84992 1.06772 0.570 -0.198 0.034 -1.62
O -2.98567 0.89306 2.07767 -0.044 -0.551 -0.317 -0.75
H -1.64435 -1.78808 0.50878 0.010 -0.016 0.046 0.21
H -2.06354 -1.81736 2.21803 0.142 0.114 0.106 0.45
H -0.85025 -0.66077 1.59074 -0.078 0.076 0.162 -0.10
H -2.71095 0.31299 0.13155 0.028 -0.408 0.636 -1.29
H -4.21170 -1.72593 0.41931 -0.190 0.053 -0.074 0.30
H -5.06118 -0.18136 0.71281 -0.110 0.026 0.031 0.38
H -4.50320 -1.20493 2.07719 -0.147 0.102 -0.026 0.44
H -2.12446 1.33541 2.02070 0.048 0.122 0.362 0.43
C 2.77485 2.95411 -1.23967 -0.358 -0.122 -0.541 -0.84
C 3.77457 1.83208 -1.03273 0.159 -0.043 0.196 0.81
C 5.15705 2.18835 -1.53077 0.438 0.148 -0.357 -1.55
O 3.90499 1.48432 0.34417 -0.091 0.184 -0.205 -0.64
H 3.01046 3.85163 -0.66835 0.117 -0.065 0.129 0.34
H 1.76816 2.60734 -0.99314 0.059 0.068 0.152 -0.07
H 2.74117 3.21951 -2.30426 0.060 0.035 0.114 0.34
H 3.42777 0.96478 -1.61494 -0.025 -0.040 0.173 0.08
H 5.89467 1.45326 -1.20679 -0.098 -0.056 0.091 0.38
H 5.49115 3.17107 -1.18455 -0.131 -0.053 0.146 0.35
H 5.19193 2.20934 -2.62560 -0.137 0.019 0.088 0.37
H 3.02043 1.25074 0.66713 0.057 -0.182 -0.005 0.40
C 1.63270 -3.79931 4.03118 -1.394 -0.151 0.681 -1.47
C 1.95868 -2.72910 3.04430 0.429 0.226 -1.158 0.87
C 3.42888 -2.76751 2.61361 0.166 -0.408 -0.069 -1.27
O 1.13076 -3.00053 1.90276 0.344 0.289 0.275 -0.56
H 1.91708 -4.77609 3.64318 0.360 -0.022 0.159 0.33
H 0.53693 -3.85175 4.13990 0.210 0.089 -0.143 0.33
H 1.97774 -3.60972 5.04774 0.523 -0.112 -0.141 0.39
H 1.72470 -1.71471 3.38579 -0.059 -0.119 0.375 0.17
H 3.65389 -2.03767 1.83379 -0.114 0.152 0.135 0.31
H 3.64767 -3.75302 2.18375 -0.128 0.053 0.047 0.30
H 4.12957 -2.63551 3.44447 -0.174 0.184 0.036 0.36
H 1.34852 -2.31187 1.25282 -0.152 -0.219 -0.250 0.20
O -0.80196 -2.00157 -2.48632 0.031 0.011 0.155 -0.73
H -0.39495 -1.30764 -1.92518 -0.034 -0.013 -0.158 0.40
H -0.24125 -2.77061 -2.35492 0.025 0.027 -0.012 0.31
```
Positions in Å, forces in eV/Å.

HOMO energy	-6.8	eV
total energy	-1250.01365	Eh
HOMO-LUMO gap	9.9	eV
total charge	-1
LUMO	0.1137	Eh

Entry 3:
ORCA calculation (wB97M-V/def2-TZVPD) on a molecular structure, C28H25N4O4PtS.

```
63
Properties=species:S:1:pos:R:3:forces:R:3:lowdin_spin:R:1
Pt 0.90829 0.16095 -1.53889 0.223 0.294 0.147 1.61
O -0.69864 -1.05560 -2.59521 -0.429 -0.224 0.018 0.40
C -1.71338 -1.39260 -1.84972 0.269 0.068 -0.228 0.01
C -2.09271 -2.74582 -1.73597 -0.034 -0.112 0.019 0.08
C -3.20725 -3.10092 -1.00919 0.028 -0.010 -0.015 -0.01
C -3.97593 -2.13179 -0.35747 0.016 -0.024 -0.024 0.10
C -3.61986 -0.79936 -0.44860 0.039 0.046 -0.012 -0.01
C -2.49059 -0.41654 -1.16732 -0.069 0.072 0.070 0.07
C -2.12465 0.97983 -1.24068 0.026 0.054 -0.020 0.01
N -0.95011 1.39027 -1.51617 0.017 -0.031 0.028 0.17
C -0.68510 2.80486 -1.71989 -0.016 0.018 0.014 0.02
C 0.60303 3.17760 -1.01401 -0.029 0.011 -0.005 0.01
N 1.65695 2.22488 -1.37723 -0.020 0.008 -0.038 0.15
C 2.86160 2.60810 -1.23716 -0.029 -0.018 0.004 0.01
C 4.08094 1.83556 -1.44842 0.000 0.006 -0.009 0.13
C 5.27262 2.49275 -1.23583 -0.006 0.011 -0.002 0.01
C 6.50923 1.86556 -1.42598 -0.005 -0.012 -0.003 0.24
C 6.57620 0.53221 -1.86001 -0.008 0.020 0.004 -0.01
C 5.42514 -0.16138 -2.08816 -0.027 0.022 0.010 0.17
C 4.12618 0.44242 -1.87423 0.036 -0.007 -0.010 0.08
O 3.11492 -0.26662 -2.05846 0.006 -0.070 0.004 0.36
H -1.50073 -3.48434 -2.25931 0.004 0.002 0.002 0.00
H -3.49098 -4.14321 -0.94399 -0.008 0.003 0.004 0.00
H -4.84720 -2.42272 0.21297 0.001 -0.007 0.002 0.01
H -4.20660 -0.04202 0.05675 0.002 0.013 0.004 0.00
H -2.91391 1.71420 -1.06085 -0.013 -0.007 -0.004 0.01
H -1.50795 3.42600 -1.35548 -0.009 -0.017 0.000 0.00
H -0.58364 2.96880 -2.79571 -0.005 0.004 0.000 0.00
H 0.47611 3.10100 0.06674 0.002 -0.001 -0.004 0.00
H 0.89568 4.19733 -1.27089 0.027 -0.008 0.003 0.00
H 3.03696 3.63618 -0.91285 0.026 0.000 0.002 0.00
H 5.25145 3.52642 -0.91324 0.018 -0.001 0.001 0.00
H 7.41962 2.41874 -1.24150 -0.004 0.007 0.002 0.01
H 7.53780 0.06136 -2.01044 0.004 0.005 0.002 0.00
H 5.42591 -1.19145 -2.41735 -0.012 0.000 0.001 0.01
C -5.27198 0.76448 3.16908 0.014 0.000 -0.001 0.00
C -3.79881 0.70605 2.87329 -0.043 -0.026 0.010 0.00
C -3.12194 1.81044 2.36925 0.036 0.051 -0.028 0.00
C -1.75680 1.75995 2.11580 -0.018 -0.029 0.034 0.00
C -1.06213 0.58923 2.36956 0.008 -0.008 0.022 0.00
C -1.71639 -0.52446 2.88417 -0.001 0.042 -0.008 0.00
C -3.07574 -0.45990 3.12692 -0.002 -0.008 0.007 0.00
S 0.66529 0.48402 2.00587 -0.071 0.009 -0.066 0.01
O 1.30025 -0.27492 3.04378 -0.016 -0.025 0.033 0.02
O 1.12006 1.81833 1.71366 0.001 0.007 -0.009 0.00
N 0.70392 -0.33156 0.61311 0.236 -0.092 -0.015 0.17
C 0.95357 -1.67045 0.46148 -0.065 -0.021 0.099 0.02
C 0.98671 -2.71788 1.39408 0.024 0.054 -0.009 0.00
C 1.18621 -3.99205 0.91331 0.012 -0.010 -0.075 0.00
C 1.35961 -4.23105 -0.45584 -0.001 -0.010 0.108 0.01
C 1.33512 -3.15369 -1.30666 0.060 0.019 -0.050 0.01
N 1.14781 -1.91660 -0.84304 -0.167 -0.048 0.012 0.12
H -5.73586 1.63909 2.71552 -0.001 -0.001 0.001 0.00
H -5.44462 0.81569 4.24543 -0.001 0.002 0.000 0.00
H -5.78222 -0.12721 2.80248 -0.004 0.004 0.000 0.00
H -3.66457 2.73173 2.19095 0.001 -0.005 -0.002 0.00
H -1.22338 2.63013 1.75679 -0.013 0.001 -0.011 0.00
H -1.16143 -1.42499 3.11071 0.003 -0.008 -0.014 0.00
H -3.58776 -1.32441 3.53261 0.006 -0.004 0.001 0.00
H 0.87924 -2.51224 2.44701 -0.002 -0.012 0.000 0.00
H 1.21058 -4.82091 1.60895 0.001 -0.002 0.000 0.00
H 1.51613 -5.22868 -0.83808 0.005 0.001 -0.005 0.00
H 1.46968 -3.24884 -2.37638 -0.023 0.006 -0.003 0.00
```
Positions in Å, forces in eV/Å.

HOMO energy (spin up / spin down)	-10.9 / -10.8	eV
total energy	-2119.13009	Eh
multiplicity	5
HOMO-LUMO gap (spin up / spin down)	7.8 / 5.0	eV
total charge	+1
LUMO (spin up / spin down)	-0.1143 / -0.2136	Eh
energy above the lowest of the compared OMol25 structures with the same formula, charge and spin	0.0	kcal per mole